[1]
Molecular formula: C17H30N2
Method: DFT, wB97M-V/def2-TZVPD

Structure (XYZ):
```
49
C17H30N2, DFT wB97M-V/def2-TZVPD
C -5.1949 -3.8462 -0.0120
C -5.1003 -2.3796 -0.4152
C -5.2474 -1.4550 0.7915
C -5.2756 0.0289 0.4239
C -3.9476 0.5409 -0.1316
C -3.9787 2.0517 -0.3495
C -2.7269 2.6129 -1.0271
C -1.4424 2.4595 -0.1996
C -0.5965 1.2607 -0.6304
C 0.5751 0.9760 0.3099
C 1.6361 2.0740 0.2958
C 2.8460 1.7240 1.1722
N 3.5589 0.5689 0.6838
C 3.3490 -0.6722 1.2100
C 3.9247 -1.7776 0.7044
C 4.8032 -1.7188 -0.4535
N 5.3944 -2.7002 -1.0234
C 4.9900 -0.3769 -0.9646
C 4.3812 0.6813 -0.4047
H -5.0833 -4.4909 -0.8808
H -6.1581 -4.0551 0.4488
H -4.4135 -4.0959 0.7027
H -5.8851 -2.1516 -1.1403
H -4.1380 -2.2056 -0.8994
H -6.1779 -1.7034 1.3084
H -4.4258 -1.6389 1.4882
H -5.5249 0.6050 1.3190
H -6.0666 0.2037 -0.3094
H -3.1523 0.2859 0.5709
H -3.7340 0.0501 -1.0826
H -4.1181 2.5511 0.6127
H -4.8439 2.2961 -0.9714
H -2.9039 3.6738 -1.2179
H -2.5931 2.1281 -1.9963
H -0.8434 3.3658 -0.3033
H -1.7026 2.3598 0.8563
H -0.2128 1.4360 -1.6382
H -1.2262 0.3716 -0.6707
H 0.1968 0.8508 1.3280
H 1.0383 0.0335 0.0073
H 1.9732 2.2351 -0.7305
H 1.2121 3.0087 0.6641
H 2.5128 1.5218 2.1934
H 3.5334 2.5760 1.1986
H 2.6954 -0.7087 2.0709
H 3.7368 -2.7378 1.1627
H 5.2007 -3.6005 -0.5881
H 5.6403 -0.2551 -1.8143
H 4.5169 1.6860 -0.7785
```

As for the LUMO energy: 0.7243 eV. The spin multiplicity is 1. For the relative energy (zero: lowest compared OMol25 entry of this formula, charge and spin), the calculation gives 0.974 eV. For the highest occupied orbital energy, the calculation gives -7.583 eV. The energy comes out at -21095.9361 eV. The value obtained for the largest force on an atom is 0.70 eV/Å. The HOMO-LUMO gap is 8.307 eV.


[2]
Molecular formula: CH5BBrFeN2O3P
Method: DFT, wB97M-V/def2-TZVPD

Structure (XYZ):
```
15
CH5BBrFeN2O3P, DFT wB97M-V/def2-TZVPD
N 1.8332 0.0663 0.8156
B 1.2717 0.0553 -0.6112
O 1.7750 0.9813 -1.6839
P -0.1503 -1.1601 -1.1642
Br 0.5630 -3.3166 -1.1801
C -1.5169 -0.8710 0.1937
O -2.3869 0.2072 -0.3839
N -1.8750 1.3599 0.0812
O -1.7096 2.1862 -0.8016
H 1.1859 0.6356 1.4366
H 1.9585 -0.9013 1.1914
H 2.7028 1.2891 -1.4631
H -2.1206 -1.8609 0.3630
H -1.0438 -0.4240 1.1733
Fe -0.4869 1.7531 2.0331
```

As for the LUMO energy (spin up / spin down): -9.7391 / -11.7145 eV. The spin multiplicity is 5. For the highest occupied orbital energy (spin up / spin down), the calculation gives -18.275 / -17.541 eV. The total charge is +2. The energy comes out at -124611.4056 eV. The value obtained for the largest force on an atom is 5.72 eV/Å. The expectation value of S² is 6.020. The HOMO-LUMO gap (spin up / spin down) is 8.536 / 5.826 eV.


[3]
Molecular formula: C3H4O3V
Method: DFT, wB97M-V/def2-TZVPD

Structure (XYZ):
```
11
C3H4O3V, DFT wB97M-V/def2-TZVPD
O 0.3637 -1.1556 0.6406
C 0.9172 -0.8523 -0.5181
C -1.3452 -0.1572 0.2757
O 2.0821 -1.3082 -0.7924
O 0.7959 0.5166 -0.6487
C -0.4924 1.0003 -0.1829
V 2.6684 -0.5262 0.8423
H -1.8466 -0.0814 1.2414
H -1.9490 -0.6450 -0.4950
H -0.2694 1.6586 0.6650
H -0.9247 1.5503 -1.0279
```

As for the LUMO energy (spin up / spin down): -5.7557 / -5.2742 eV. The spin multiplicity is 5. For the relative energy (zero: lowest compared OMol25 entry of this formula, charge and spin), the calculation gives 3.822 eV. For the highest occupied orbital energy (spin up / spin down), the calculation gives -11.385 / -16.079 eV. The total charge is +1. The energy comes out at -34993.0217 eV. The value obtained for the largest force on an atom is 5.98 eV/Å. The expectation value of S² is 6.022. The HOMO-LUMO gap (spin up / spin down) is 5.629 / 10.804 eV.


[4]
Molecular formula: C20H26N2O5S
Method: DFT, wB97M-V/def2-TZVPD

Structure (XYZ):
```
54
C20H26N2O5S, DFT wB97M-V/def2-TZVPD
C -0.2838 -1.8643 -0.0297
C 1.0504 -1.7715 0.6014
N 1.2303 -1.9640 1.8799
O 2.5640 -1.8901 2.1303
C 3.2210 -1.6472 0.9893
C 4.6984 -1.5756 1.0032
C 2.3084 -1.5379 -0.0285
S 2.6446 -1.2297 -1.7444
O 1.5436 -1.7393 -2.5024
O 3.9679 -1.7191 -2.0007
N 2.6835 0.4060 -1.9749
C 3.8166 1.1541 -1.4893
C 3.5240 1.8251 -0.1461
C 2.2594 2.6728 -0.2522
C 1.0828 1.8054 -0.7062
C -0.1581 2.6445 -0.9694
O -0.0739 3.7560 -1.4406
C -1.4682 1.9906 -0.7337
C -2.5056 2.2757 -1.6241
C -3.7315 1.6647 -1.4654
C -3.9558 0.7748 -0.4265
C -2.9382 0.5018 0.4836
O -3.0220 -0.3270 1.5514
C -4.2007 -1.0864 1.7987
C -4.2759 -2.2951 0.8656
C -4.1206 -1.5220 3.2580
C -1.6966 1.1207 0.3211
C 1.4492 1.1355 -2.0489
H -0.4088 -1.1025 -0.7940
H -1.0545 -1.7716 0.7300
H -0.3727 -2.8327 -0.5208
H 5.0633 -1.7264 -0.0095
H 5.0924 -2.3447 1.6641
H 5.0384 -0.6084 1.3728
H 4.6489 0.4537 -1.4229
H 4.0610 1.9200 -2.2341
H 4.3727 2.4479 0.1390
H 3.3825 1.0654 0.6253
H 2.0278 3.1286 0.7126
H 2.4030 3.4763 -0.9769
H 0.8825 1.0287 0.0341
H -2.3250 2.9656 -2.4331
H -4.5323 1.8768 -2.1579
H -4.9264 0.3137 -0.3346
H -5.0855 -0.4485 1.6623
H -5.2034 -2.8353 1.0338
H -3.4397 -2.9621 1.0610
H -4.2325 -1.9867 -0.1764
H -4.9903 -2.1186 3.5172
H -3.2213 -2.1113 3.4154
H -4.0801 -0.6510 3.9063
H -0.9452 0.9185 1.0677
H 0.6805 0.4304 -2.3684
H 1.5514 1.9156 -2.8125
```

As for the LUMO energy: 0.3266 eV. The spin multiplicity is 1. For the relative energy (zero: lowest compared OMol25 entry of this formula, charge and spin), the calculation gives 2.865 eV. For the highest occupied orbital energy, the calculation gives -8.855 eV. The energy comes out at -45213.7957 eV. The value obtained for the largest force on an atom is 1.32 eV/Å. The HOMO-LUMO gap is 9.182 eV.


[5]
Molecular formula: C4H6N2O
Method: DFT, wB97M-V/def2-TZVPD

Structure (XYZ):
```
13
C4H6N2O, DFT wB97M-V/def2-TZVPD
H 0.4444 -1.7297 1.8893
N 0.9052 -0.9331 1.4436
C 0.0831 -0.3040 0.7079
C -1.3432 -0.4729 0.4024
C -1.6753 0.4822 -0.4830
N -0.5917 1.2945 -0.8124
C 0.5468 0.8930 -0.1302
O 1.6477 1.3785 -0.2248
H -2.0033 -1.2183 0.8240
H -2.6401 0.6784 -0.9349
H -0.5947 2.0455 -1.4831
H 2.5502 -1.4235 -0.5860
H 2.6711 -0.6907 -0.6128
```

As for the LUMO energy: -0.2900 eV. The spin multiplicity is 1. For the relative energy (zero: lowest compared OMol25 entry of this formula, charge and spin), the calculation gives 2.100 eV. For the highest occupied orbital energy, the calculation gives -9.126 eV. The energy comes out at -9271.4019 eV. The value obtained for the largest force on an atom is 0.59 eV/Å. The HOMO-LUMO gap is 8.836 eV.


[6]
Molecular formula: C36H66ClFN4O16S5
Method: DFT, wB97M-V/def2-TZVPD

Structure (XYZ):
```
129
C36H66ClFN4O16S5, DFT wB97M-V/def2-TZVPD
H 1.9470 2.0900 4.1343
N 2.4460 2.6571 3.4487
C 2.1901 2.2662 2.2678
C 2.8615 2.9621 1.1223
C 1.2736 1.0785 1.9803
C -0.0665 1.4010 1.3772
C -0.1527 1.7559 -0.0030
O 0.9972 1.6896 -0.7493
C 1.1160 0.5325 -1.5852
C 1.1083 -0.7925 -0.8472
N 0.9228 -1.8865 -1.8105
C 0.5501 -3.1269 -1.1103
C -0.9640 -3.2546 -0.9326
C -1.3616 -3.5263 0.5076
O -1.4307 -4.3215 -1.7744
C -1.3164 2.1449 -0.6068
C -1.3222 2.6126 -2.0361
C -1.5499 4.1249 -2.1693
F -2.2916 1.9184 -2.7697
C -2.4988 2.1289 0.1581
N -3.6826 2.5143 -0.3966
C -4.7219 2.4840 0.3603
Cl -6.2352 3.0004 -0.3283
C -4.7077 2.0626 1.7237
C -5.8896 1.9832 2.6476
C -6.0977 0.5274 3.1092
C -5.5627 0.3243 4.5155
O -5.7575 1.0808 5.4288
O -4.8622 -0.8425 4.7014
N -3.5774 1.6762 2.2457
C -2.4442 1.7075 1.4988
C -1.2152 1.3439 2.1134
C -1.2781 0.9046 3.5518
C -1.0343 2.0334 4.5547
C -1.6513 1.7638 5.9353
S -1.4068 0.0748 6.5571
H 2.1487 3.5945 0.5936
H 3.2642 2.2184 0.4388
H 3.6532 3.5981 1.5055
H 1.8250 0.4065 1.3235
H 1.1529 0.5516 2.9254
H 0.3421 0.5026 -2.3551
H 2.0719 0.6488 -2.0955
H 2.0543 -0.9237 -0.3092
H 0.3001 -0.8442 -0.1162
H 1.8372 -2.0717 -2.2089
H 1.0156 -3.1489 -0.1145
H 0.9292 -3.9932 -1.6451
H -1.4507 -2.3336 -1.2623
H -0.8739 -4.4217 0.8948
H -1.1337 -2.6835 1.1596
H -2.4413 -3.6865 0.5619
H -2.0037 -4.8881 -1.2526
H -0.3752 2.3629 -2.5029
H -2.4382 4.2939 -2.7728
H -1.6547 4.5922 -1.1948
H -0.7120 4.5791 -2.6940
H -5.6081 2.5575 3.5305
H -6.7878 2.4461 2.2579
H -7.1580 0.2797 3.1086
H -5.5813 -0.1698 2.4527
H -4.1597 -0.8878 4.0391
H -2.2570 0.4717 3.7367
H -0.5679 0.0940 3.7107
H 0.0412 2.1255 4.7080
H -1.4388 2.9683 4.1697
H -1.1490 2.3943 6.6658
H -2.7117 2.0027 5.9437
H -2.6548 -0.3754 6.4004
C 6.9528 1.1940 -3.2269
C 6.6669 -0.0865 -2.4755
O 7.3999 -0.1906 -1.2290
S 6.8654 0.6477 0.0054
C 7.8011 -0.1599 1.2548
O 5.4707 0.3620 0.1837
O 7.2995 2.0040 -0.1082
H 6.5657 2.0626 -2.6957
H 6.4843 1.1557 -4.2108
H 8.0258 1.3361 -3.3532
H 5.6019 -0.2042 -2.2707
H 6.9880 -0.9523 -3.0510
H 7.4885 -1.1984 1.3124
H 7.5900 0.3574 2.1879
H 8.8553 -0.0786 1.0054
C 6.7207 3.7281 -8.9126
C 5.7840 2.5509 -9.0813
O 6.4678 1.2766 -8.9875
S 6.8563 0.7590 -7.5418
C 7.2251 -0.9015 -7.9852
O 5.6904 0.7917 -6.7089
O 8.0528 1.4077 -7.1039
H 7.1114 3.7849 -7.8979
H 6.1851 4.6528 -9.1279
H 7.5685 3.6431 -9.5918
H 4.9708 2.5728 -8.3552
H 5.3410 2.5474 -10.0745
H 6.3187 -1.3775 -8.3478
H 7.5846 -1.3950 -7.0852
H 7.9988 -0.8940 -8.7478
C -3.4305 -6.3923 7.8158
C -3.3020 -5.0987 8.5920
O -1.9818 -4.9162 9.1557
S -0.8271 -4.4420 8.1755
C 0.3398 -3.9835 9.4066
O -1.2738 -3.2808 7.4686
O -0.3295 -5.5649 7.4425
H -2.8261 -6.3752 6.9104
H -4.4721 -6.5454 7.5328
H -3.0999 -7.2361 8.4209
H -3.5508 -4.2321 7.9784
H -3.9672 -5.0964 9.4527
H -0.0634 -3.1526 9.9782
H 1.2460 -3.6857 8.8842
H 0.5325 -4.8439 10.0412
C -5.8073 -1.9527 -6.0716
C -6.6543 -1.4311 -4.9292
O -5.9681 -0.4397 -4.1354
S -5.8700 1.0345 -4.7327
C -5.3673 1.8391 -3.2580
O -7.1878 1.4548 -5.1105
O -4.8188 1.0803 -5.7020
H -5.6316 -1.1814 -6.8194
H -6.3152 -2.7902 -6.5509
H -4.8374 -2.2884 -5.7053
H -7.5982 -1.0150 -5.2842
H -6.8872 -2.2298 -4.2276
H -6.1615 1.7598 -2.5253
H -5.1804 2.8817 -3.5038
H -4.4530 1.3751 -2.9022
```

As for the LUMO energy: -0.6469 eV. The spin multiplicity is 1. For the highest occupied orbital energy, the calculation gives -8.739 eV. The energy comes out at -146537.5265 eV. The value obtained for the largest force on an atom is 0.77 eV/Å. The HOMO-LUMO gap is 8.092 eV.


[7]
Molecular formula: C4H4N2O2
Method: DFT, wB97M-V/def2-TZVPD

Structure (XYZ):
```
12
C4H4N2O2, DFT wB97M-V/def2-TZVPD
O -1.9438 -0.8700 -0.4401
C -0.8749 -0.2741 0.2194
C -0.2808 1.2142 -0.1263
C 1.0309 0.6681 -0.2281
N 2.4019 0.5691 -0.0698
O 2.5907 -0.7994 -0.1599
N 1.4011 -1.6832 -0.1149
C 0.5227 -0.6991 -0.1373
H -2.7184 -1.2616 0.3032
H -0.9173 -0.4819 1.4034
H -0.6763 1.9966 0.4243
H -0.5359 1.6212 -1.0739
```

As for the LUMO energy: -0.2193 eV. The spin multiplicity is 1. For the relative energy (zero: lowest compared OMol25 entry of this formula, charge and spin), the calculation gives 7.222 eV. For the highest occupied orbital energy, the calculation gives -10.301 eV. The energy comes out at -11281.3178 eV. The value obtained for the largest force on an atom is 7.05 eV/Å. The HOMO-LUMO gap is 10.081 eV.